[1]
Density functional theory data (ωB97M-V/def2-TZVPD) for C34H33ClF8I2N2O26S2 as an isolated structure in a non-equilibrium geometry.

Last column: Löwdin charge in e.
CARTESIAN COORDINATES (ANGSTROEM)
C: 1.94427 3.21100 -2.12318  -0.20
C: 1.85304 3.61473 -3.72093  -0.76
I: 2.52062 1.78783 -4.81615  0.75
C: 0.29717 3.82226 -4.09460  -0.72
I: 0.22455 3.94931 -6.32313  0.82
C: -0.52833 5.08349 -3.53264  -0.15
C: -2.18821 5.06994 -3.76630  -0.17
S: -3.15904 3.76217 -4.67163  0.69
C: -4.79305 3.53159 -3.70788  -0.17
O: -2.53746 2.36832 -4.78959  -0.42
O: -3.45395 4.25231 -6.14279  -0.43
C: -3.13758 6.32013 -3.17944  0.04
C: -2.57082 7.63270 -2.38290  -0.25
N: -3.38900 8.81067 -1.83787  -0.23
S: -2.05937 9.79919 -1.19046  0.92
N: -0.52756 8.93542 -1.46670  -0.26
C: -0.95013 7.65972 -2.19520  -0.22
C: 0.02377 6.42125 -2.75817  -0.40
Cl: 1.82744 6.67921 -2.46507  0.58
H: 2.58082 2.22027 -2.02166  0.05
H: 0.83779 2.90111 -1.79985  0.07
H: 2.29640 4.07958 -1.42217  0.06
H: 2.59872 4.45287 -4.05366  0.07
H: -0.25198 2.83933 -3.69258  0.09
H: -5.73440 3.76519 -4.38008  0.09
H: -4.84631 2.38436 -3.38138  0.09
H: -4.80272 4.13755 -2.69136  0.07
H: -4.32284 6.29404 -3.32778  0.11
C: 1.87172 4.27547 2.62380  -0.07
C: 1.13537 3.13382 3.23709  -0.33
O: 0.80760 2.32168 2.13262  0.14
C: 1.79592 2.54611 1.22183  -0.49
O: 2.01411 1.83058 0.25836  0.12
O: 2.51879 3.66757 1.52393  0.08
F: -0.01352 3.55426 3.81238  0.08
H: 1.20420 5.06444 2.26139  0.14
H: 2.59831 4.71857 3.31018  0.15
H: 1.72351 2.55556 3.95766  0.18
C: -1.69135 -0.84295 -0.89069  -0.06
C: -0.36717 -0.61632 -1.53635  -0.31
O: -0.50494 0.65274 -2.13417  0.12
C: -1.40284 1.31680 -1.35350  -0.50
O: -1.57481 2.52403 -1.38361  0.12
O: -2.08263 0.46546 -0.52610  0.08
F: -0.14471 -1.52494 -2.51235  0.08
H: -2.43161 -1.26460 -1.57888  0.16
H: -1.62045 -1.49004 -0.01226  0.11
H: 0.47654 -0.60476 -0.83811  0.18
C: -2.32828 -0.64229 3.66327  -0.06
C: -3.06463 -1.78394 4.27656  -0.32
O: -3.39240 -2.59609 3.17209  0.13
C: -2.40408 -2.37165 2.26130  -0.49
O: -2.18589 -3.08718 1.29783  0.14
O: -1.68121 -1.25020 2.56341  0.07
F: -4.21352 -1.36350 4.85185  0.09
H: -2.99580 0.14667 3.30087  0.15
H: -1.60169 -0.19919 4.34966  0.15
H: -2.47649 -2.36220 4.99714  0.18
C: -1.82460 7.17915 2.38434  -0.07
C: -1.22550 8.46428 1.92476  -0.35
O: -0.51222 8.91742 3.05294  0.15
C: -0.14889 7.78644 3.72044  -0.50
O: 0.70608 7.74954 4.58964  0.14
O: -0.85442 6.69569 3.29152  0.06
F: -2.18770 9.36943 1.63746  0.02
H: -2.77517 7.31890 2.90996  0.15
H: -1.97844 6.47459 1.56256  0.15
H: -0.54311 8.36257 1.07416  0.15
C: 2.93965 -2.37849 -3.23433  -0.08
C: 3.28549 -2.82202 -4.61469  -0.33
O: 4.68989 -2.93789 -4.58143  0.15
C: 4.98947 -3.24866 -3.28901  -0.50
O: 6.06464 -3.69421 -2.92380  0.14
O: 3.93474 -3.00739 -2.45188  0.06
F: 2.95769 -1.87483 -5.52191  0.06
H: 3.01077 -1.29298 -3.10785  0.13
H: 1.94016 -2.70219 -2.93162  0.13
H: 2.84352 -3.78216 -4.90158  0.16
C: 3.56404 -8.10995 -1.89996  -0.07
C: 3.66120 -6.99383 -0.91683  -0.32
O: 3.48434 -5.84105 -1.70848  0.14
C: 2.69642 -6.24080 -2.74581  -0.48
O: 2.10259 -5.47661 -3.48826  0.14
O: 2.64623 -7.60404 -2.84845  0.08
F: 4.89342 -6.94505 -0.36283  0.09
H: 4.51746 -8.32254 -2.39512  0.15
H: 3.19091 -9.03225 -1.44660  0.15
H: 2.89943 -7.02083 -0.13039  0.18
C: 6.35270 -7.54545 3.76737  -0.07
C: 5.10830 -6.72498 3.76926  -0.33
O: 4.43903 -7.13871 2.59973  0.13
C: 4.82632 -8.43095 2.40795  -0.50
O: 4.25714 -9.21289 1.66466  0.14
O: 5.92684 -8.74694 3.15661  0.08
F: 5.39771 -5.40966 3.65161  0.08
H: 7.15391 -7.09850 3.16931  0.15
H: 6.73006 -7.73102 4.77660  0.15
H: 4.46401 -6.88877 4.63965  0.18
C: -5.40663 -5.08879 3.54780  -0.09
C: -6.62688 -5.94454 3.56756  -0.33
O: -6.46633 -6.72052 4.73331  0.14
C: -5.73412 -5.94251 5.57902  -0.50
O: -5.62317 -6.14941 6.77600  0.15
O: -5.14475 -4.89641 4.92343  0.07
F: -6.64987 -6.77636 2.50210  0.08
H: -4.54896 -5.58467 3.08099  0.15
H: -5.57662 -4.13358 3.04375  0.14
H: -7.56665 -5.38496 3.62427  0.18

Orbital gap ... 5.92 eV
Total charge ... 0



[2]
Density functional theory data (ωB97M-V/def2-TZVPD) for C34H33ClFN2O7Pt as an isolated structure.

Last column: Löwdin charge in e.
CARTESIAN COORDINATES (ANGSTROEM)
Pt: 0.39780 -0.17603 -0.07660  1.29
O: -0.18051 0.52009 1.97915  -0.09
C: 0.49647 0.40404 2.99920  -0.19
C: 1.64582 -0.42691 3.21416  -0.14
C: 2.32513 -0.25540 4.41857  0.05
C: 3.48544 -0.94658 4.66750  -0.17
C: 4.01636 -1.82465 3.70327  0.01
C: 3.36256 -2.01529 2.52481  0.01
C: 2.12562 -1.35389 2.23065  -0.36
O: 1.49141 -1.64226 1.16956  -0.14
N: 4.17369 -0.76070 5.92418  -0.37
O: 3.65925 -0.04212 6.76829  0.04
O: 5.24049 -1.33523 6.08572  0.04
H: 0.19916 1.01315 3.87037  0.13
H: 1.94622 0.43310 5.16302  0.12
H: 4.94812 -2.32975 3.91632  0.12
H: 3.75372 -2.67859 1.76763  0.11
C: 3.94452 -1.06581 -1.06273  -0.05
C: 2.91757 -1.66158 -2.02507  -0.37
C: 3.50608 -2.86112 -2.77147  -0.06
C: 2.40651 -0.60338 -2.98280  -0.14
C: 3.28654 -0.05343 -3.90687  -0.04
C: 2.86233 0.90531 -4.80810  -0.08
C: 1.54676 1.33169 -4.77560  -0.05
C: 0.63131 0.82356 -3.85750  -0.13
C: -0.79916 1.33902 -3.96316  -0.36
C: -1.71725 0.30300 -4.61720  -0.06
C: -1.43178 1.88304 -2.68372  -0.07
C: 1.07422 -0.15985 -2.95967  -0.21
N: 0.17072 -0.71652 -2.00615  -0.12
C: -0.40729 -1.91908 -2.35283  -0.25
C: -0.21384 -2.54009 -3.60017  -0.04
C: -0.81703 -3.74303 -3.92713  -0.10
C: -1.64319 -4.39509 -3.02393  -0.11
C: -1.85773 -3.80974 -1.78228  -0.03
C: -1.25979 -2.60983 -1.47911  -0.22
F: -1.50987 -2.07988 -0.24932  0.00
H: 4.36097 -1.84952 -0.42818  0.07
H: 3.49265 -0.31012 -0.41929  0.06
H: 4.76598 -0.60424 -1.61391  0.07
H: 2.08040 -2.02116 -1.42476  0.10
H: 4.42394 -2.59073 -3.29749  0.07
H: 2.80032 -3.26110 -3.50031  0.07
H: 3.75042 -3.65603 -2.06472  0.08
H: 4.32021 -0.37792 -3.91794  0.11
H: 3.55386 1.32224 -5.52720  0.10
H: 1.21349 2.08942 -5.47544  0.10
H: -0.73129 2.18605 -4.65646  0.12
H: -1.83454 -0.57265 -3.97843  0.06
H: -1.31950 -0.03003 -5.57769  0.08
H: -2.70770 0.73157 -4.78491  0.07
H: -1.72612 1.07871 -2.01046  0.06
H: -2.32880 2.45100 -2.94380  0.07
H: -0.74884 2.53311 -2.14365  0.07
H: 0.42115 -2.04653 -4.32295  0.12
H: -0.63352 -4.17321 -4.90352  0.10
H: -2.10835 -5.33905 -3.27137  0.09
H: -2.48902 -4.26974 -1.03366  0.11
C: 3.04962 5.05183 -3.61310  -0.03
C: 4.05709 4.07327 -3.08812  -0.20
C: 5.12063 3.63789 -3.85606  -0.09
C: 6.01824 2.70914 -3.35161  -0.68
Cl: 7.33668 2.16133 -4.36148  0.62
C: 5.87038 2.19945 -2.08057  -0.11
C: 4.81012 2.62891 -1.28956  0.01
C: 3.91667 3.56914 -1.78715  -0.22
O: 2.87505 4.09171 -1.08510  -0.03
C: 2.63429 3.62106 0.23389  -0.09
C: 2.17287 2.15575 0.33442  -0.66
O: 2.75049 1.41156 1.12114  0.01
O: 1.16814 1.87703 -0.39261  -0.12
H: 3.24018 5.27348 -4.66245  0.08
H: 3.07185 5.98431 -3.04667  0.08
H: 2.04345 4.64414 -3.51384  0.08
H: 5.24583 4.01217 -4.86423  0.11
H: 6.56329 1.45969 -1.70447  0.10
H: 4.67477 2.19850 -0.30879  0.11
H: 1.81958 4.24906 0.59617  0.13
H: 3.51358 3.76816 0.86609  0.13

Spin multiplicity ... 3
Orbital gap (alpha / beta) ... 6.97 / 6.95 eV
Relative energy (zero: lowest compared OMol25 entry of this formula, charge and spin) ... 0.0 kJ/mol
Total charge ... -1